17
Properties=species:S:1:pos:R:3:forces:R:3 method="wB97M-V/def2-TZVPD" e_lumo_ev="0.85 / 0.47" charge=0 de_lowest_ev=2.9938 homo_ha="-0.12721 / -0.33516" multiplicity=2 gap_ha="0.159 / 0.353"
O -1.493880 -2.998586 -3.264161 -0.4303 -0.6523 -0.6046
O 1.572451 -0.356595 3.302972 0.7353 -0.4520 -0.2776
N 0.339888 -0.322179 0.661492 -1.9255 1.8276 -0.9020
N -0.474658 2.013938 -1.513845 2.3412 -0.8740 0.5673
C -0.490921 0.941275 0.783460 0.2885 -0.6375 -0.7230
C -0.510282 1.933187 -0.101417 -2.8253 1.2528 0.3446
H -1.074543 2.776706 0.321470 0.1902 -0.1615 -0.0576
H 1.049352 -0.074103 1.366718 0.7901 -1.1150 -0.0411
H -1.006955 0.987951 1.726182 0.4118 0.3078 0.2279
H -0.315140 -1.097452 0.849160 0.5210 -0.3696 0.4706
H 0.635330 -0.403909 -0.342246 0.6181 -0.0993 0.4658
H -0.657165 2.926128 -1.907527 -0.1382 0.2585 0.4617
H 2.035358 -1.012241 2.741256 -0.3476 0.1102 0.3044
H 0.502056 1.800782 -1.725913 -0.3852 -0.2798 -0.9082
H 2.296478 -0.077093 3.883091 -0.2725 0.2279 0.0646
H -1.763956 -3.743040 -3.833333 -0.0407 0.5583 0.2890
H -0.643413 -3.294770 -2.947358 0.4691 0.0978 0.3182